Record 1
Molecular formula: C30H36Br2CrN8O5S2
Method: DFT, wB97M-V/def2-TZVPD

Calculated values
Gap between HOMO and LUMO (alpha / beta)   6.55 / 6.46 eV
Highest occupied orbital energy (alpha / beta)   -10.245 / -10.245 eV
⟨S²⟩   0.77
Total charge   +1
Multiplicity   2

Each line ends with the Mulliken spin population.
Element x y z (Å)
Cr -0.131 0.946 -0.881  0.956
Br 5.001 1.591 -5.179  0.001
C 3.651 1.463 -3.896  0.004
C 3.889 0.846 -2.679  -0.003
C 2.840 0.743 -1.784  0.005
N 1.620 1.231 -2.025  -0.018
C 1.413 1.880 -3.190  -0.001
C 2.394 1.992 -4.159  -0.005
C 0.068 2.494 -3.346  0.025
C -0.245 3.385 -4.357  -0.002
C -1.517 3.943 -4.367  0.002
Br -1.988 5.147 -5.716  0.001
C -2.421 3.611 -3.371  0.000
C -2.023 2.719 -2.392  0.007
N -0.809 2.166 -2.386  -0.018
H 4.856 0.437 -2.426  0.000
H 2.973 0.248 -0.834  0.000
H 2.197 2.483 -5.098  0.000
H 0.473 3.661 -5.111  0.000
H -3.414 4.033 -3.345  0.000
H -2.685 2.426 -1.590  0.000
C 1.354 -1.867 -3.320  -0.002
C -0.072 -1.626 -2.982  0.006
N -0.573 -0.742 -2.130  -0.028
C -1.933 -0.948 -2.111  0.010
C -2.262 -1.947 -2.967  -0.004
N -1.072 -2.362 -3.505  0.002
C -3.526 -2.617 -3.375  0.000
O -4.635 -2.164 -2.828  0.000
O -3.473 -3.516 -4.175  0.000
C -2.746 -0.169 -1.159  -0.002
O -3.973 -0.280 -1.154  -0.003
O -2.046 0.578 -0.398  0.003
H 1.993 -1.545 -2.502  0.001
H 1.646 -1.339 -4.228  0.001
H 1.524 -2.931 -3.474  0.000
H -1.007 -3.127 -4.163  0.000
H -4.454 -1.407 -2.202  0.000
N 5.199 1.109 4.721  0.000
C 5.278 0.335 3.628  0.000
S 6.599 -0.536 3.211  0.000
C 4.049 0.354 2.771  0.000
C 3.303 1.509 2.587  -0.001
C 2.212 1.478 1.730  -0.002
N 1.816 0.382 1.092  -0.008
C 2.524 -0.736 1.294  0.002
C 3.645 -0.794 2.099  0.000
H 5.991 1.148 5.342  0.000
H 4.332 1.526 5.014  0.000
H 3.584 2.446 3.049  0.000
H 1.638 2.372 1.529  0.003
H 2.162 -1.625 0.793  -0.001
H 4.205 -1.712 2.208  0.000
C -0.777 4.458 1.027  0.006
C -1.113 2.979 1.011  0.006
C -1.151 2.350 2.391  -0.005
O -0.150 2.313 0.200  0.066
H -1.538 5.014 1.575  0.001
H -0.722 4.857 0.015  -0.002
H 0.183 4.629 1.516  -0.001
H -2.090 2.822 0.541  -0.002
H -0.252 2.595 2.958  0.000
H -1.231 1.265 2.308  0.004
H -2.012 2.717 2.949  0.000
C -3.526 -2.702 0.987  0.000
N -2.743 -2.831 2.203  0.000
C -3.532 -2.771 3.425  0.000
C -1.400 -2.778 2.198  0.000
S -0.509 -2.259 0.865  0.000
N -0.798 -3.189 3.357  0.000
C -1.195 -4.453 3.966  0.000
C 0.587 -2.841 3.604  0.000
H -4.395 -3.354 1.067  0.000
H -2.925 -2.999 0.132  0.000
H -3.865 -1.675 0.849  0.000
H -4.279 -1.984 3.308  0.000
H -2.893 -2.531 4.270  0.000
H -4.053 -3.710 3.618  0.000
H -2.132 -4.805 3.547  0.000
H -1.306 -4.350 5.046  0.000
H -0.429 -5.208 3.765  0.000
H 0.771 -1.815 3.298  0.000
H 1.277 -3.498 3.064  0.000
H 0.774 -2.935 4.673  0.000

Record 2
Molecular formula: C30H36CaN4
Method: DFT, wB97M-V/def2-TZVPD

Calculated values
Gap between HOMO and LUMO   1.44 eV
Highest occupied orbital energy   2.714 eV
Total charge   -2

Each line ends with the Mulliken charge.
Element x y z (Å)
Ca -0.030 -0.026 0.907  -3.075
N 0.559 -2.811 3.235  -0.079
N 0.489 -2.050 -0.376  -0.062
C 0.985 2.063 0.341  0.853
C 2.108 1.184 0.673  0.680
C 1.950 0.741 2.051  0.432
C 2.840 -0.180 2.806  -1.430
H 3.595 -0.632 2.155  0.275
H 2.302 -0.988 3.325  0.226
H 3.369 0.428 3.555  0.512
C 0.724 1.327 2.593  -0.170
C 0.156 1.063 3.935  -0.500
H 0.595 1.799 4.619  0.602
H 0.399 0.058 4.311  -0.005
H -0.932 1.181 3.971  0.002
C 0.121 2.165 1.526  0.528
C -1.146 2.914 1.625  -2.005
H -1.885 2.441 2.281  0.201
H -1.616 3.086 0.648  0.418
H -0.890 3.893 2.052  0.493
C 3.211 0.794 -0.247  -1.513
H 4.064 1.465 -0.054  0.411
H 2.931 0.912 -1.301  0.230
H 3.563 -0.237 -0.102  0.268
C 0.750 2.747 -0.957  -1.396
H -0.313 2.924 -1.168  0.040
H 1.169 2.204 -1.812  0.196
H 1.250 3.724 -0.899  0.500
C -0.103 -3.480 4.170  -0.108
H 0.346 -3.502 5.169  0.367
C -1.327 -4.140 3.938  -0.057
H -1.827 -4.674 4.751  0.578
C -1.867 -4.085 2.652  -1.145
H -2.813 -4.579 2.421  0.286
C -1.193 -3.393 1.661  -0.310
H -1.584 -3.302 0.649  0.599
C 0.039 -2.764 1.988  0.457
C 0.844 -2.143 1.019  -1.209
H 1.898 -1.989 1.197  0.265
C 0.193 -0.876 -1.019  0.651
C 0.491 -3.029 -1.460  -1.009
H 0.688 -4.070 -1.270  0.699
C 0.214 -2.366 -2.574  -1.059
H 0.094 -2.642 -3.583  0.581
N 0.031 -1.009 -2.278  2.214
C -0.202 0.109 -3.130  -4.568
C 0.814 0.453 -4.026  4.571
C 0.584 1.544 -4.892  -3.207
H 1.372 1.833 -5.594  -0.614
C -0.614 2.267 -4.861  5.319
C -0.853 3.417 -5.814  -1.994
H -1.395 4.236 -5.325  0.403
H -1.455 3.100 -6.676  0.519
H 0.092 3.816 -6.203  0.276
C -1.602 1.888 -3.943  -3.644
H -2.544 2.441 -3.901  -0.665
C -1.413 0.804 -3.058  2.749
C -2.477 0.447 -2.059  -0.674
H -2.576 -0.638 -1.922  0.122
H -3.460 0.846 -2.364  1.045
H -2.249 0.873 -1.061  -0.415
C 2.120 -0.288 -4.073  -2.230
H 2.053 -1.214 -4.663  0.448
H 2.471 -0.572 -3.070  0.307
H 2.906 0.331 -4.539  0.359
C -2.901 -1.087 4.421  -3.693
C -2.252 -0.757 3.131  1.581
N -1.703 -0.507 2.236  1.536
H -3.718 -0.377 4.626  1.390
H -2.149 -1.001 5.223  0.311
H -3.290 -2.114 4.413  0.335

Record 3
Molecular formula: C30H36N2O7
Method: DFT, wB97M-V/def2-TZVPD

Calculated values
Gap between HOMO and LUMO   8.21 eV
Highest occupied orbital energy   -7.722 eV

Each line ends with the natural charge from an NBO analysis.
Element x y z (Å)
C -1.744 -5.086 0.037  -0.252
H -2.110 -5.840 -0.659  0.199
O -1.190 -4.068 -0.762  -0.495
C -0.626 -2.995 -0.140  0.337
C -0.584 -2.806 1.229  -0.418
C 0.028 -1.670 1.760  0.427
C 0.634 -0.732 0.926  -0.207
C 0.526 -0.906 -0.462  0.342
C -0.089 -2.028 -0.989  -0.349
H -0.171 -2.191 -2.050  0.224
O 1.042 0.099 -1.231  -0.520
C 1.265 -0.144 -2.598  -0.248
H 1.838 -1.062 -2.752  0.187
H 0.324 -0.204 -3.157  0.173
H 1.846 0.704 -2.957  0.204
C 1.414 0.446 1.479  -0.236
C 2.753 0.556 0.783  0.044
C 3.259 1.748 0.293  -0.331
C 4.495 1.775 -0.337  0.278
C 5.245 0.598 -0.501  0.243
C 4.725 -0.606 -0.008  0.256
C 3.500 -0.604 0.646  -0.326
H 3.092 -1.523 1.035  0.226
O 5.460 -1.746 -0.215  -0.508
C 4.975 -2.961 0.301  -0.249
H 5.718 -3.709 0.029  0.198
H 4.011 -3.232 -0.140  0.179
H 4.878 -2.928 1.391  0.179
O 6.422 0.743 -1.186  -0.507
C 7.527 -0.053 -0.819  -0.240
H 8.396 0.440 -1.256  0.185
H 7.446 -1.069 -1.214  0.185
H 7.644 -0.100 0.267  0.172
O 5.078 2.902 -0.842  -0.483
C 4.388 4.119 -0.733  -0.248
H 5.032 4.863 -1.201  0.200
H 3.429 4.091 -1.262  0.170
H 4.218 4.398 0.312  0.174
H 2.696 2.658 0.404  0.215
C 0.542 1.713 1.403  -0.498
C -0.779 1.333 2.037  0.722
O -0.817 1.109 3.244  -0.696
N -1.876 1.179 1.273  -0.433
C -2.008 1.305 -0.160  -0.240
H -1.074 1.609 -0.625  0.224
C -3.114 2.331 -0.463  -0.212
N -4.373 1.966 0.142  -0.461
C -5.283 1.162 -0.539  0.260
C -6.582 1.020 -0.037  -0.273
C -7.531 0.280 -0.711  -0.190
C -7.224 -0.333 -1.914  -0.257
C -5.950 -0.189 -2.431  -0.173
C -4.990 0.543 -1.757  -0.313
H -4.005 0.618 -2.192  0.207
H -5.690 -0.658 -3.369  0.210
H -7.968 -0.910 -2.442  0.212
H -8.525 0.191 -0.298  0.212
H -6.859 1.514 0.882  0.208
C -4.216 1.817 1.574  -0.215
H -5.151 1.501 2.031  0.216
C -3.126 0.785 1.896  -0.249
H -2.960 0.717 2.972  0.253
H -3.424 -0.197 1.511  0.199
H -3.930 2.787 1.994  0.198
H -3.241 2.461 -1.537  0.214
H -2.816 3.296 -0.036  0.199
H -2.289 0.324 -0.563  0.206
H 0.459 2.047 0.375  0.221
H 0.985 2.503 2.012  0.239
H 1.618 0.249 2.539  0.238
O 0.019 -1.563 3.113  -0.706
H -0.028 -0.629 3.389  0.513
H -1.011 -3.506 1.926  0.231
H -0.993 -5.533 0.695  0.178
H -2.578 -4.714 0.640  0.178

Computed energy relative to the best compared isomer or geometry (same formula, charge and spin), in the same sequence as the records: 34.8; 55.3; 13.6 kcal/mol.